[1]
Density functional theory data (wB97M-V/def2-TZVPD) for a structure of composition C50H51N8O3TeTi.

HOMO-LUMO gap (spin up / spin down) (eV): 5.614 / 5.616
Max |F| (eV/A): 1.52
Energy above the lowest of the compared OMol25 structures with the same formula, charge and spin (eV): 3.763
Multiplicity: 1
Charge: +1
E_tot (a.u.): -3717.03903

The geometry in XYZ format:
```
114
Properties=species:S:1:pos:R:3:mulliken_charge:R:1
Ti -0.528 1.304 1.723 -0.878
C -1.343 2.148 4.724 -1.074
N -0.328 1.266 4.156 1.102
C 1.016 1.792 4.416 -1.345
C 1.998 1.211 3.433 0.574
C 3.219 0.676 3.824 -0.978
C 4.077 0.192 2.847 -1.070
C 3.692 0.299 1.522 -0.669
C 2.458 0.852 1.221 0.150
N 1.612 1.277 2.157 1.370
C -0.397 -0.054 4.786 -1.339
C -1.663 -0.830 4.557 0.720
C -2.039 -1.810 5.471 -1.169
C -3.089 -2.654 5.151 -0.620
C -3.712 -2.494 3.926 -1.060
C -3.294 -1.456 3.106 0.044
N -2.309 -0.625 3.416 0.624
C -1.394 3.444 3.961 0.284
C -1.625 4.660 4.595 -1.149
C -1.690 5.810 3.826 -0.708
C -1.542 5.700 2.452 -1.074
C -1.324 4.445 1.905 -0.492
N -1.227 3.343 2.642 1.251
H -1.162 2.331 5.797 0.501
H -2.312 1.644 4.620 0.451
H 1.342 1.571 5.447 0.416
H 1.015 2.882 4.292 0.225
H 3.492 0.638 4.868 0.583
H 5.022 -0.255 3.112 0.444
H 4.334 -0.046 0.729 0.599
H 2.140 0.957 0.196 -0.380
H -0.200 0.033 5.870 0.573
H 0.394 -0.665 4.332 0.246
H -1.504 -1.915 6.401 0.493
H -3.408 -3.424 5.838 0.439
H -4.509 -3.155 3.620 0.489
H -3.765 -1.287 2.148 0.135
H -1.756 4.710 5.664 0.556
H -1.857 6.770 4.290 0.445
H -1.609 6.566 1.812 0.540
H -1.230 4.308 0.835 0.539
O 0.052 2.739 -2.114 -0.692
C 0.287 2.575 -0.922 0.318
N -0.232 1.612 -0.143 1.659
C -1.137 0.706 -0.732 -1.151
O -0.867 0.078 -1.852 -0.791
C -2.339 0.561 -0.044 0.404
C -3.470 -0.113 -0.586 -0.725
C -4.686 0.052 -0.004 -0.876
C -4.788 0.887 1.136 -1.060
C -3.649 1.418 1.683 -0.037
N -2.424 1.244 1.160 1.089
C 1.260 3.503 -0.234 0.696
C 2.135 4.210 -1.056 -0.993
C 3.041 5.080 -0.482 -0.750
C 3.042 5.211 0.899 -1.055
C 2.120 4.480 1.630 -0.224
N 1.244 3.641 1.093 0.461
H -3.334 -0.686 -1.489 0.653
H -5.572 -0.423 -0.401 0.506
H -5.750 1.084 1.579 0.438
H -3.702 2.016 2.592 0.212
H 2.064 4.058 -2.122 0.605
H 3.729 5.638 -1.098 0.459
H 3.736 5.873 1.393 0.466
H 2.085 4.579 2.709 0.427
C 0.758 -2.654 2.039 -1.774
C 0.456 -1.353 1.296 -0.468
O 0.959 -1.206 0.113 -0.514
N -0.217 -0.449 1.886 1.489
Te -0.114 -1.893 -1.870 1.265
C -1.160 -2.175 -3.740 0.320
C -2.215 -3.091 -3.738 1.101
C -2.611 -3.824 -2.487 -1.880
C -2.905 -3.350 -4.915 -0.902
C -2.579 -2.719 -6.107 0.622
C -3.348 -2.994 -7.366 -1.584
C -1.539 -1.796 -6.084 -0.982
C -0.838 -1.508 -4.922 0.692
C 0.251 -0.485 -4.914 -0.911
C 1.890 -2.002 -2.639 -0.084
C 2.310 -3.269 -3.046 0.872
C 1.372 -4.433 -3.128 -1.768
C 3.637 -3.460 -3.413 -0.932
C 4.560 -2.427 -3.384 0.611
C 5.992 -2.661 -3.760 -1.597
C 4.108 -1.167 -3.022 -0.721
C 2.789 -0.934 -2.654 0.836
C 2.359 0.459 -2.338 -0.861
H 1.318 -3.336 1.403 0.362
H -0.168 -3.122 2.364 0.358
H 1.341 -2.416 2.928 0.313
H -2.442 -3.208 -1.598 0.208
H -2.031 -4.745 -2.393 0.332
H -3.664 -4.092 -2.531 0.509
H -3.714 -4.066 -4.894 0.431
H -3.924 -3.913 -7.286 0.380
H -2.685 -3.076 -8.226 0.376
H -4.042 -2.176 -7.562 0.308
H -1.263 -1.277 -6.990 0.458
H 0.195 0.157 -5.791 0.483
H 1.226 -0.976 -4.907 0.330
H 0.149 0.127 -4.019 -0.175
H 0.482 -4.239 -2.523 0.051
H 1.858 -5.340 -2.773 0.556
H 1.060 -4.591 -4.162 0.348
H 3.955 -4.448 -3.714 0.441
H 6.248 -3.715 -3.673 0.393
H 6.660 -2.081 -3.128 0.396
H 6.167 -2.358 -4.792 0.294
H 4.795 -0.334 -3.017 0.517
H 3.153 1.014 -1.839 0.764
H 1.474 0.424 -1.714 -0.603
H 2.102 0.993 -3.254 0.511
```



[2]
Density functional theory data (wB97M-V/def2-TZVPD) for a structure of composition C50H52As2GeO2PS3SbSeTc.

HOMO-LUMO gap (spin up / spin down) (eV): 6.554 / 5.905
Max |F| (eV/A): 0.56
Multiplicity: 3
Charge: +1
E_tot (a.u.): -12893.68047

The geometry in XYZ format:
```
114
Properties=species:S:1:pos:R:3:mulliken_spin:R:1
Tc 0.232 0.558 -0.643 1.974
S 4.395 -1.187 1.575 0.007
Sb 4.345 0.300 -0.711 0.034
S 2.271 1.560 -0.260 0.181
S 3.820 -1.492 -1.933 0.025
O 0.129 0.438 3.505 0.021
C -0.359 0.740 2.438 -0.033
O 0.006 0.160 1.330 0.029
C -1.469 1.783 2.394 -0.011
C -2.077 2.031 3.625 0.001
C -3.128 2.921 3.744 0.000
C -3.583 3.608 2.626 -0.001
C -2.979 3.390 1.402 -0.001
C -1.935 2.469 1.264 0.010
P -1.156 2.422 -0.385 -0.208
C -2.522 2.347 -1.585 0.004
C -2.314 2.770 -2.899 0.019
C -3.304 2.624 -3.855 0.007
C -4.517 2.040 -3.514 0.001
C -4.731 1.605 -2.215 -0.001
C -3.738 1.753 -1.256 -0.003
C -0.455 4.102 -0.504 0.029
C -1.103 5.120 -1.205 0.003
C -0.608 6.416 -1.168 0.002
C 0.518 6.711 -0.416 -0.002
C 1.142 5.710 0.316 -0.005
C 0.658 4.414 0.277 -0.017
H -1.698 1.495 4.484 0.000
H -3.587 3.088 4.710 0.000
H -4.395 4.318 2.708 0.000
H -3.318 3.953 0.541 0.000
H -1.370 3.220 -3.179 -0.008
H -3.127 2.962 -4.868 0.000
H -5.292 1.924 -4.260 0.000
H -5.675 1.150 -1.944 0.000
H -3.928 1.424 -0.243 0.001
H -1.997 4.916 -1.775 0.000
H -1.112 7.196 -1.723 0.000
H 0.901 7.723 -0.388 0.000
H 2.008 5.939 0.923 -0.001
H 1.145 3.650 0.865 0.014
C 1.141 -2.539 0.281 0.013
C 0.076 -2.851 -0.771 -0.018
As -1.340 -1.510 -0.844 -0.031
C -2.351 -2.014 -2.415 0.011
C -1.744 -2.626 -3.506 -0.004
C -2.494 -2.955 -4.629 0.000
C -3.851 -2.675 -4.663 -0.001
C -4.462 -2.079 -3.568 0.000
C -3.717 -1.752 -2.445 -0.001
C -2.576 -1.996 0.550 -0.009
C -2.883 -3.334 0.768 -0.003
C -3.812 -3.679 1.737 0.001
C -4.436 -2.692 2.492 0.000
C -4.138 -1.357 2.266 0.002
C -3.212 -1.011 1.289 -0.017
As 0.504 -2.717 2.156 -0.002
C 2.098 -1.980 3.015 0.005
C 2.753 -0.808 2.411 -0.026
C 3.883 -0.187 3.109 0.003
C 4.291 -0.753 4.399 0.002
C 3.665 -1.831 4.883 0.000
C 2.554 -2.458 4.179 0.000
C 0.936 -4.608 2.361 0.000
C -0.087 -5.457 2.771 0.000
C 0.148 -6.820 2.925 0.000
C 1.408 -7.336 2.674 0.000
C 2.438 -6.491 2.272 0.000
C 2.204 -5.135 2.116 0.000
H 1.565 -1.541 0.140 -0.017
H 1.977 -3.222 0.128 0.002
H -0.372 -3.839 -0.645 -0.001
H 0.539 -2.835 -1.761 -0.002
H -0.693 -2.875 -3.490 0.000
H -2.016 -3.438 -5.471 0.000
H -4.436 -2.938 -5.535 0.000
H -5.526 -1.877 -3.585 0.000
H -4.209 -1.308 -1.589 -0.001
H -2.409 -4.118 0.190 0.000
H -4.047 -4.722 1.907 0.000
H -5.153 -2.967 3.253 0.000
H -4.616 -0.582 2.851 0.000
H -2.970 0.029 1.135 0.043
H 2.148 -0.159 1.793 -0.007
H 4.058 0.865 2.928 0.003
H 5.088 -0.271 4.948 0.000
H 3.969 -2.243 5.836 0.000
H 2.087 -3.325 4.634 0.000
H -1.072 -5.054 2.976 0.000
H -0.653 -7.475 3.245 0.000
H 1.594 -8.395 2.796 0.000
H 3.425 -6.893 2.082 0.000
H 3.019 -4.485 1.814 0.000
C 0.237 4.822 -5.233 0.000
Ge 1.045 3.066 -5.449 -0.001
C 2.805 3.201 -6.249 0.000
C -0.118 1.893 -6.491 0.000
C 1.322 2.349 -3.614 0.028
Se 0.234 0.814 -3.140 -0.044
C 1.256 -0.513 -4.110 0.003
H 0.145 5.326 -6.195 0.000
H 0.854 5.440 -4.578 0.000
H -0.759 4.749 -4.795 0.000
H 2.746 3.651 -7.240 0.000
H 3.249 2.210 -6.346 0.000
H 3.460 3.815 -5.630 0.000
H -0.720 2.479 -7.186 0.000
H -0.795 1.336 -5.842 0.001
H 0.471 1.184 -7.074 0.000
H 1.095 3.115 -2.868 -0.003
H 2.357 2.048 -3.444 0.002
H 1.345 -0.146 -5.131 0.000
H 0.676 -1.430 -4.113 0.003
H 2.230 -0.658 -3.651 -0.001
```



[3]
Density functional theory data (wB97M-V/def2-TZVPD) for a cluster of 7 separate species, C50H52BClF6N3O5 in total.

HOMO-LUMO gap (eV): 6.030
Max |F| (eV/A): 1.13
Multiplicity: 1
Charge: +1
E_tot (a.u.): -3561.02169

The geometry in XYZ format:
```
118
Properties=species:S:1:pos:R:3:mulliken_charge:R:1
C -4.090 -4.705 0.404 -0.591
C -2.940 -5.394 -0.310 -0.707
N -1.698 -4.601 -0.478 -0.797
N -1.442 -3.717 0.573 0.620
C -0.915 -4.267 1.686 -0.137
C -0.624 -3.535 2.824 0.222
B 0.021 -4.263 4.104 0.859
O 1.263 -4.837 3.969 -0.567
O -0.669 -4.327 5.244 -0.437
C 0.096 -4.551 6.452 -0.715
C -0.905 -2.159 2.776 0.363
C -0.627 -1.209 3.907 -0.370
O -0.511 -1.521 5.045 -0.523
O -0.546 0.061 3.473 -0.051
C 0.602 0.787 3.986 -0.542
C 0.807 1.985 3.077 -0.780
C 2.030 2.791 3.473 -0.415
N 3.229 1.929 3.384 -0.556
C -1.442 -1.613 1.615 -1.028
C -1.706 -2.396 0.498 0.654
C -2.243 -1.838 -0.786 -0.865
C -2.821 -0.458 -0.639 0.191
O -2.274 0.505 -1.027 -0.419
Cl -4.389 -0.370 0.141 -0.104
H -4.902 -5.417 0.501 0.140
H -4.447 -3.814 -0.103 0.242
H -3.816 -4.423 1.418 0.232
H -2.680 -6.279 0.267 0.303
H -3.228 -5.749 -1.292 0.484
H -1.629 -4.143 -1.374 0.359
H -0.740 -5.330 1.646 0.614
H 1.445 -5.037 3.046 0.332
H 0.855 -3.784 6.542 0.316
H -0.596 -4.497 7.280 0.243
H 0.534 -5.542 6.446 0.331
H 1.492 0.166 3.991 0.488
H 0.376 1.136 4.988 0.222
H -0.093 2.594 3.100 0.357
H 0.898 1.602 2.060 0.317
H 1.913 3.118 4.504 0.262
H 2.092 3.657 2.817 0.313
H 4.021 2.478 3.082 0.272
H 3.055 1.214 2.691 0.186
H -1.617 -0.552 1.586 0.881
H -1.448 -1.816 -1.528 0.334
H -3.024 -2.509 -1.138 0.513
F 2.093 6.986 3.924 -0.324
C 2.841 7.339 2.857 0.212
C 3.885 6.521 2.476 -0.290
C 4.652 6.881 1.376 -0.529
C 4.373 8.052 0.685 -0.372
C 3.320 8.860 1.090 -0.374
C 2.541 8.504 2.181 -0.435
H 4.091 5.619 3.037 0.505
H 5.471 6.247 1.062 0.357
H 4.973 8.335 -0.166 0.434
H 3.104 9.775 0.553 0.389
H 1.712 9.117 2.509 0.420
F -7.655 -6.311 1.386 -0.344
C -7.079 -7.526 1.489 0.316
C -7.104 -8.182 2.703 -0.531
C -6.509 -9.432 2.801 -0.317
C -5.894 -10.003 1.695 -0.525
C -5.876 -9.325 0.485 -0.404
C -6.476 -8.078 0.376 -0.274
H -7.584 -7.719 3.554 0.426
H -6.528 -9.961 3.743 0.368
H -5.431 -10.977 1.777 0.394
H -5.397 -9.767 -0.378 0.378
H -6.481 -7.538 -0.563 0.513
F 4.541 9.457 -2.163 -0.281
C 5.212 9.088 -3.277 0.439
C 5.879 10.052 -4.004 -0.534
C 6.570 9.667 -5.143 -0.339
C 6.577 8.337 -5.541 -0.672
C 5.894 7.386 -4.795 -0.317
C 5.206 7.760 -3.649 -0.345
H 5.856 11.084 -3.679 0.421
H 7.105 10.408 -5.722 0.367
H 7.114 8.041 -6.432 0.454
H 5.895 6.351 -5.108 0.366
H 4.672 7.035 -3.049 0.446
F -1.011 -5.030 -3.217 -0.286
C 0.226 -5.134 -3.781 0.612
C 1.291 -4.508 -3.169 -0.222
C 2.548 -4.619 -3.745 -0.457
C 2.715 -5.342 -4.918 -0.578
C 1.624 -5.959 -5.515 -0.385
C 0.364 -5.860 -4.943 -0.626
H 1.138 -3.944 -2.257 0.360
H 3.397 -4.140 -3.277 0.366
H 3.695 -5.424 -5.366 0.382
H 1.753 -6.519 -6.431 0.373
H -0.497 -6.339 -5.388 0.416
F -8.062 0.102 5.874 -0.314
C -6.787 0.193 5.462 0.266
C -5.907 0.984 6.175 -0.440
C -4.592 1.072 5.746 -0.559
C -4.176 0.380 4.615 -0.364
C -5.079 -0.407 3.914 -0.135
C -6.396 -0.507 4.339 -0.548
H -6.253 1.519 7.048 0.427
H -3.889 1.683 6.296 0.389
H -3.151 0.461 4.285 0.555
H -4.764 -0.946 3.029 0.274
H -7.116 -1.119 3.811 0.446
F 6.548 4.931 -7.980 -0.336
C 5.216 4.878 -8.183 0.324
C 4.527 6.054 -8.400 -0.262
C 3.158 5.999 -8.610 -0.383
C 2.498 4.777 -8.594 -0.483
C 3.212 3.608 -8.371 -0.297
C 4.583 3.652 -8.166 -0.485
H 5.059 6.996 -8.403 0.418
H 2.605 6.912 -8.787 0.369
H 1.430 4.738 -8.756 0.372
H 2.699 2.655 -8.355 0.353
H 5.159 2.752 -7.998 0.413
```



[4]
Density functional theory data (wB97M-V/def2-TZVPD) for a structure of composition C50H56AlN4OPS.

HOMO-LUMO gap (eV): 5.683
Max |F| (eV/A): 0.41
Energy above the lowest of the compared OMol25 structures with the same formula, charge and spin (eV): 0.878
Multiplicity: 1
E_tot (a.u.): -3215.24415

The geometry in XYZ format:
```
114
Properties=species:S:1:pos:R:3:mulliken_charge:R:1
Al 0.589 1.099 -0.564 -2.689
O -0.474 -0.043 0.099 1.331
C -1.600 -0.303 0.803 -0.343
C -2.801 0.499 0.853 0.251
C -3.434 1.484 0.097 -0.985
C -4.689 1.923 0.539 -0.661
C -5.302 1.451 1.689 -0.859
C -4.643 0.489 2.486 -0.935
C -3.430 0.048 2.053 -0.587
P -1.954 -0.902 2.397 1.475
C -1.109 -0.296 3.880 0.682
C -0.252 -1.092 4.635 0.076
C 0.440 -0.547 5.708 -1.063
C 0.289 0.794 6.027 -0.615
C -0.553 1.597 5.267 -0.773
C -1.252 1.057 4.201 -0.648
C -2.215 -2.678 2.627 0.622
C -2.460 -3.243 3.876 -0.347
C -2.760 -4.594 3.981 -0.891
C -2.828 -5.381 2.839 -0.268
C -2.598 -4.816 1.590 -0.892
C -2.290 -3.467 1.484 -0.354
H -2.987 1.896 -0.799 1.042
H -5.205 2.677 -0.046 0.404
H -6.272 1.828 1.981 0.402
H -5.082 0.140 3.413 0.493
H -0.112 -2.135 4.380 0.506
H 1.104 -1.175 6.288 0.418
H 0.828 1.216 6.865 0.400
H -0.672 2.645 5.510 0.428
H -1.916 1.679 3.613 0.386
H -2.413 -2.634 4.770 0.496
H -2.945 -5.030 4.954 0.424
H -3.071 -6.433 2.922 0.425
H -2.669 -5.424 0.697 0.433
H -2.109 -3.002 0.521 0.025
C 0.677 -2.407 -1.518 0.372
C 0.537 -2.410 -3.038 0.459
C 1.912 -2.537 -3.705 -1.531
C -0.328 -1.304 -3.631 0.730
C -1.315 -1.710 -4.527 -1.137
C -2.172 -0.810 -5.132 -1.298
C -2.057 0.538 -4.849 -0.602
C -1.089 0.998 -3.963 0.633
C -0.919 2.479 -3.715 3.085
C 0.137 3.053 -4.663 -1.607
C -2.218 3.272 -3.826 -1.821
C -0.226 0.070 -3.367 -0.327
N 0.766 0.553 -2.447 1.596
C 2.023 0.550 -2.792 -0.501
C 2.986 0.757 -1.786 0.357
C 4.370 0.920 -1.788 -1.779
C 4.735 1.111 -0.461 -0.935
C 3.563 1.051 0.313 -0.538
N 2.504 0.827 -0.484 1.595
C 3.480 1.182 1.816 3.334
C 4.014 2.563 2.224 -1.874
C 2.047 1.034 2.316 -1.424
C 4.352 0.093 2.455 -1.793
H 1.058 -3.380 -1.195 0.029
H -0.269 -2.220 -1.012 -0.419
H 1.387 -1.660 -1.159 -0.266
H -0.008 -3.323 -3.295 0.611
H 2.619 -1.801 -3.318 0.258
H 1.850 -2.425 -4.789 0.357
H 2.335 -3.521 -3.492 0.390
H -1.415 -2.768 -4.739 0.412
H -2.934 -1.161 -5.816 0.384
H -2.727 1.243 -5.319 0.348
H -0.550 2.614 -2.697 -1.706
H -0.174 2.919 -5.702 0.401
H 1.104 2.560 -4.538 0.254
H 0.273 4.119 -4.479 0.350
H -2.566 3.333 -4.860 0.572
H -2.054 4.290 -3.474 0.140
H -3.013 2.827 -3.225 0.393
H 2.311 0.358 -3.823 0.646
H 5.013 0.904 -2.655 0.557
H 5.734 1.261 -0.082 0.603
H 3.441 3.361 1.748 0.282
H 5.062 2.683 1.944 0.378
H 3.934 2.685 3.306 0.452
H 1.432 1.888 2.030 -0.094
H 2.041 0.988 3.406 0.909
H 1.581 0.119 1.947 -0.334
H 5.381 0.150 2.098 0.386
H 3.957 -0.899 2.229 0.229
H 4.360 0.218 3.541 0.489
S 1.484 -2.743 2.026 0.010
C 1.666 -4.189 1.230 -0.555
N 2.773 -4.594 0.559 -0.103
C 2.517 -5.778 -0.249 -0.303
C 1.231 -6.326 0.397 -0.657
N 0.741 -5.160 1.111 0.158
H 3.468 -3.905 0.330 0.263
H 3.339 -6.489 -0.187 0.381
H 2.357 -5.517 -1.299 0.063
H 1.444 -7.153 1.079 0.383
H 0.515 -6.666 -0.350 0.349
H -0.133 -5.101 1.607 0.065
C 0.335 2.988 0.027 -0.743
C -0.321 4.133 -0.675 0.051
C 0.377 4.893 -1.617 -0.114
C -0.194 6.008 -2.211 -0.614
C -1.488 6.393 -1.886 -0.579
C -2.199 5.642 -0.961 -0.734
C -1.624 4.528 -0.365 0.012
H -0.179 2.835 0.984 0.377
H 1.358 3.292 0.282 0.488
H 1.393 4.609 -1.875 0.409
H 0.378 6.583 -2.930 0.393
H -1.932 7.268 -2.343 0.375
H -3.209 5.928 -0.693 0.392
H -2.188 3.960 0.366 0.423
```



Question: Look up the max |F| of the second one.
Answer: 0.56 eV/A